Molecular formula: C18H23CsF6NO10S
Method: DFT, the ωB97M-V functional and the def2-TZVPD basis

Last column: Mulliken charge in e.
Positions of all 60 atoms, in Å:
C  3.0299  2.6479  1.8085  -1.33
C  2.6752  1.2366  2.1872  0.62
O  2.9633  0.2783  1.4957  -0.60
N  1.9505  1.0697  3.3852  -0.33
C  0.6184  0.4601  3.2272  -0.39
C  0.7208  -1.0395  2.9581  -0.52
C  -0.6382  -1.6968  2.7171  -0.94
C  -1.2305  -1.2341  1.3668  -0.42
C  -1.3776  -2.3549  0.3430  -0.71
O  -0.5485  -3.5126  0.4772  -0.53
C  -0.6724  -4.2604  -0.6194  0.80
O  -0.1559  -5.3236  -0.7655  -0.50
O  -1.4343  -3.5505  -1.5702  -1.53
C  -1.2253  -2.1244  -1.1586  3.88
C  0.1314  -1.7507  -1.7951  -1.78
C  1.2228  -1.1821  -0.8380  0.62
C  1.7327  0.2261  -1.1988  -0.68
C  3.2452  0.3402  -0.9947  -0.95
S  3.8569  1.9511  -1.4680  1.22
O  4.6883  2.4389  -0.4165  -0.76
O  2.7792  2.7389  -2.0011  -0.67
O  4.7860  1.5486  -2.7052  -0.53
C  -2.4896  -1.4431  -1.6840  -1.16
O  -3.4614  -2.0987  -1.9144  -0.53
C  -2.4610  0.0906  -1.8720  1.00
F  -1.4220  0.5670  -1.1396  -0.17
F  -2.2286  0.3383  -3.1717  -0.31
C  -3.7646  0.7957  -1.4193  0.46
F  -4.7749  0.3080  -2.1329  -0.27
F  -3.9315  0.4323  -0.1149  -0.29
C  -3.7708  2.3744  -1.5236  0.51
F  -2.5010  2.8126  -1.7514  -0.23
F  -4.5259  2.7013  -2.5645  -0.27
C  -4.3190  3.0696  -0.2449  0.39
O  -5.3937  3.5577  -0.2230  -0.46
O  -3.4567  3.0888  0.7816  -0.44
H  3.2461  3.2654  2.6855  0.51
H  3.9058  2.6463  1.1543  0.43
H  2.1842  3.0946  1.2723  0.27
H  1.8850  1.9782  3.8309  0.31
H  0.0729  0.5993  4.1674  0.47
H  0.0535  0.9913  2.4438  0.13
H  1.3828  -1.2303  2.1106  0.00
H  1.1889  -1.4937  3.8388  0.51
H  -1.3295  -1.4401  3.5290  0.45
H  -0.5319  -2.7832  2.7515  0.39
H  -2.2341  -0.8241  1.5098  0.71
H  -0.6038  -0.4375  0.9633  -0.02
H  -2.4044  -2.7408  0.4390  1.06
H  -0.0734  -0.9893  -2.5594  0.64
H  0.5794  -2.5715  -2.3516  -0.08
H  2.0756  -1.8704  -0.8721  0.97
H  0.8870  -1.1932  0.1932  -1.51
H  1.2465  0.9773  -0.5675  0.13
H  1.4932  0.4684  -2.2401  0.75
H  3.7649  -0.3982  -1.6082  0.63
H  3.5185  0.2020  0.0571  0.35
H  4.5066  2.0697  -3.4766  0.38
H  -2.6406  2.6075  0.5855  0.34
Cs  -0.7903  -4.4288  -3.3165  0.97

Results
Net charge = +1
Lowest unoccupied orbital energy = -3.83 eV
Orbital gap = 8.4 eV
ΔE to the lowest compared entry with this formula, charge and spin = 0.0 kcal/mol

Molecular formula: C18H23F12INO12S2
Method: DFT, the ωB97M-V functional and the def2-TZVPD basis

Last column: Mulliken charge in e.
Positions of all 69 atoms, in Å:
C  1.6045  4.5134  -0.2086  -0.37
C  1.0423  5.7102  -0.3596  -0.49
S  -0.0303  6.3408  0.9011  1.15
O  -0.6903  7.4907  0.3377  -0.67
O  0.7966  6.6337  2.0467  -0.70
N  -1.0200  5.1573  1.3718  -0.31
S  -2.0023  4.5359  0.2745  0.78
O  -2.6930  3.4393  0.8948  -0.58
O  -1.3858  4.2129  -0.9832  -0.53
I  -3.7389  6.2050  -0.1880  -0.19
H  1.7574  4.0382  0.7436  0.23
H  1.8743  3.9599  -1.0953  0.21
H  1.1940  6.2934  -1.2521  0.40
C  -1.9019  0.5566  2.2627  -0.27
C  -0.5656  0.1436  2.8416  -0.40
O  0.3989  -0.1081  1.7950  -0.34
C  0.9948  0.9616  1.2999  0.42
O  0.8207  2.0922  1.6293  -0.47
C  2.0127  0.5445  0.2241  0.80
F  1.5231  -0.3943  -0.5949  -0.26
F  3.1193  0.0492  0.7973  -0.27
F  2.3636  1.5855  -0.5182  -0.19
H  -2.2456  -0.1842  1.5485  -0.11
H  -2.6426  0.6598  3.0550  0.41
H  -1.8315  1.5084  1.7337  0.00
H  -0.6532  -0.7966  3.3831  0.39
H  -0.1821  0.8900  3.5358  0.36
C  -0.3888  -5.7780  -0.9213  -1.00
C  -0.3043  -4.2772  -1.0873  -0.25
O  -1.5855  -3.6593  -0.8625  -0.27
C  -1.9121  -3.4267  0.3960  0.36
O  -1.2610  -3.6757  1.3644  -0.52
C  -3.2741  -2.7158  0.4455  0.90
F  -4.1646  -3.2861  -0.3745  -0.24
F  -3.1302  -1.4420  0.0751  -0.28
F  -3.7861  -2.7422  1.6703  -0.26
H  -1.1647  -6.1818  -1.5649  0.13
H  0.5629  -6.2419  -1.1785  0.40
H  -0.6398  -6.0511  0.1036  0.34
H  -0.0361  -4.0245  -2.1106  0.33
H  0.4462  -3.8365  -0.4331  0.35
C  -4.8793  -2.5190  -5.1575  -1.11
C  -4.5740  -3.6988  -6.0543  -0.22
O  -3.7715  -4.6799  -5.3665  -0.32
C  -4.4258  -5.5228  -4.5872  0.31
O  -5.6027  -5.5606  -4.3982  -0.51
C  -3.4328  -6.5132  -3.9571  0.97
F  -2.3384  -5.8864  -3.5155  -0.25
F  -3.0477  -7.4283  -4.8557  -0.26
F  -3.9826  -7.1544  -2.9346  -0.25
H  -3.9580  -2.0890  -4.7653  0.30
H  -5.4163  -1.7520  -5.7136  0.38
H  -5.4894  -2.8203  -4.3068  0.31
H  -3.9794  -3.3844  -6.9089  0.32
H  -5.4829  -4.1618  -6.4353  0.32
C  4.1658  2.4217  2.6079  -0.43
C  4.6061  3.6603  3.3536  -0.46
O  5.8322  3.4203  4.0848  -0.32
C  6.9535  3.5147  3.3974  0.35
O  7.0716  3.7733  2.2386  -0.51
C  8.1495  3.2781  4.3363  0.90
F  7.9422  2.2342  5.1445  -0.25
F  8.3571  4.3560  5.1026  -0.26
F  9.2583  3.0465  3.6429  -0.24
H  4.0755  1.5738  3.2888  0.33
H  3.2022  2.5976  2.1328  -0.15
H  4.8875  2.1481  1.8385  0.35
H  3.8698  3.9358  4.1041  0.34
H  4.7287  4.5101  2.6851  0.36

Results
Net charge = -1
Lowest unoccupied orbital energy = 1.87 eV
Orbital gap = 8.0 eV

Molecular formula: C18H23F17NO
Method: DFT, the ωB97M-V functional and the def2-TZVPD basis

Last column: Mulliken charge in e.
Positions of all 60 atoms, in Å:
F  -4.1412  1.7539  2.8532  -0.20
C  -4.5367  0.8491  1.9536  0.62
F  -4.0544  -0.3667  2.2818  -0.23
F  -5.8828  0.8003  1.9437  -0.26
C  -4.0718  1.2270  0.5228  0.66
F  -4.5895  0.2755  -0.2950  -0.30
F  -4.5891  2.4241  0.1746  -0.26
C  -2.5404  1.2099  0.2495  0.46
F  -2.4037  1.5271  -1.0567  -0.33
F  -2.0693  -0.0463  0.4197  -0.21
C  -1.6732  2.2266  1.0663  0.54
F  -0.7343  2.7419  0.2419  -0.19
F  -2.4513  3.2397  1.5003  -0.29
C  -0.9455  1.6083  2.3036  0.59
F  -1.6788  0.6225  2.8482  -0.31
F  -0.8043  2.5747  3.2261  -0.31
C  0.4784  1.0682  1.9918  0.70
F  0.5182  0.4318  0.7968  -0.27
F  1.3100  2.1276  1.9184  -0.33
C  1.0341  0.1111  3.0843  0.56
F  2.3848  0.2049  3.0298  -0.33
F  0.6466  0.4888  4.3007  -0.30
C  0.6731  -1.3958  2.8415  0.66
F  -0.4498  -1.5174  2.1085  -0.25
F  0.4058  -1.9490  4.0568  -0.37
C  1.8024  -2.1983  2.2338  -0.89
C  1.3272  -3.6354  1.9792  -1.02
N  1.8753  -4.1673  0.6981  0.25
C  3.1365  -4.9446  0.7189  -0.56
C  3.3827  -5.1070  -0.7867  -0.71
C  1.9415  -5.2695  -1.3656  -0.56
C  1.0132  -5.0418  -0.1491  -0.62
H  2.1591  -1.7099  1.3317  0.51
H  2.6072  -2.2292  2.9517  0.42
H  1.7059  -4.2667  2.7711  0.29
H  0.2514  -3.7251  1.9827  0.58
H  2.0977  -3.3808  0.0839  0.30
H  2.9292  -5.9396  1.0977  0.34
H  3.9282  -4.5304  1.3256  0.42
H  3.8272  -4.1842  -1.1451  0.33
H  4.0788  -5.9009  -1.0064  0.39
H  1.7454  -6.1875  -1.8886  0.38
H  1.8010  -4.4076  -2.0104  0.30
H  0.0449  -4.6160  -0.3511  0.41
H  0.9298  -5.9939  0.3603  0.36
C  1.0409  3.2821  -2.5995  -0.59
C  1.1030  4.5925  -3.3664  -0.54
O  0.4522  4.5498  -4.6192  -0.43
C  -0.9343  4.2656  -4.5860  -0.26
C  -1.7548  5.2799  -3.8074  -0.98
H  1.4192  2.4628  -3.2131  0.34
H  1.6422  3.3483  -1.6913  0.36
H  0.0203  3.0330  -2.3048  -0.05
H  2.1424  4.8354  -3.5871  0.37
H  0.7112  5.4138  -2.7558  0.31
H  -1.1098  3.2528  -4.2036  0.24
H  -1.2517  4.2658  -5.6284  0.35
H  -1.5148  5.2687  -2.7426  0.17
H  -2.8176  5.0598  -3.9094  0.38
H  -1.5679  6.2876  -4.1793  0.32

Results
Net charge = +1
Lowest unoccupied orbital energy = -3.02 eV
Orbital gap = 8.1 eV

Molecular formula: C18H23F3N2
Method: DFT, the ωB97M-V functional and the def2-TZVPD basis

Last column: Mulliken charge in e.
Positions of all 46 atoms, in Å:
F  -4.6501  -0.8463  -1.8989  -0.27
C  -4.8703  -1.0078  -0.5798  0.92
F  -5.2303  -2.2885  -0.4144  -0.28
F  -5.9692  -0.2732  -0.3032  -0.26
C  -3.6921  -0.6035  0.2556  -0.01
C  -3.0380  0.5709  -0.0734  -0.57
C  -1.9372  1.0129  0.6729  1.16
N  -1.3196  2.1994  0.3498  0.05
C  -1.1096  2.5610  -1.0391  -0.99
H  -1.6876  1.8985  -1.6786  0.41
C  0.3900  2.4277  -1.3977  -0.76
N  0.9752  1.4631  -0.4920  0.81
C  1.0850  2.0369  0.8337  -0.67
C  -0.2530  2.7245  1.1704  -1.25
H  -0.5042  2.6218  2.2258  0.49
H  -0.1894  3.7946  0.9497  0.37
H  1.9116  2.7702  0.8977  0.46
H  1.2955  1.2310  1.5386  0.33
C  2.1860  0.8178  -0.9505  -1.75
C  2.3892  -0.5399  -0.2680  0.93
C  3.5692  -1.2917  -0.8811  -1.03
C  3.8513  -2.5600  -0.0792  -0.77
C  2.5913  -3.3222  0.1973  -0.54
C  1.3823  -2.8057  0.0555  -0.48
C  1.1308  -1.3997  -0.3909  0.36
H  0.3190  -0.9642  0.1949  -0.50
H  0.7958  -1.4086  -1.4333  0.31
H  0.5025  -3.4021  0.2550  0.43
H  2.7193  -4.3412  0.5362  0.37
H  4.5536  -3.1984  -0.6214  0.46
H  4.3259  -2.3009  0.8738  0.31
H  3.3250  -1.5602  -1.9110  0.34
H  4.4573  -0.6558  -0.8999  0.38
H  2.6040  -0.3835  0.7938  0.18
H  2.0888  0.6486  -2.0261  0.35
H  3.0770  1.4523  -0.7888  0.26
H  0.8936  3.4091  -1.3357  0.30
H  0.4867  2.0682  -2.4227  0.46
H  -1.4484  3.5907  -1.2022  0.25
C  -1.5703  0.2406  1.7850  -0.46
C  -2.2417  -0.9212  2.1082  -0.82
C  -3.3056  -1.3701  1.3453  -0.89
H  -3.8230  -2.2839  1.5872  0.46
H  -1.9208  -1.4962  2.9637  0.41
H  -0.7400  0.5364  2.4042  0.30
H  -3.4056  1.1486  -0.9065  0.47

Results
Structure (SMILES) = FC(F)(F)c1cccc(N2CCN(C[C@H]3CC=CCC3)CC2)c1
Lowest unoccupied orbital energy = 0.77 eV
Orbital gap = 8.7 eV
ΔE to the lowest compared entry with this formula, charge and spin = 0.0 kcal/mol

Molecular formula: C18H23FeN2O
Method: DFT, the ωB97M-V functional and the def2-TZVPD basis

Last column: Mulliken charge in e.
Positions of all 45 atoms, in Å:
C  2.1294  1.2628  1.3206  -1.36
C  1.9076  -0.1877  1.3286  -0.63
N  0.7509  -0.7015  0.9443  1.37
C  0.6981  -2.1441  1.0895  -0.77
C  2.1027  -2.4967  1.5106  -2.13
N  2.7397  -1.1856  1.7164  1.28
C  4.0896  -1.0042  2.0702  0.59
C  4.8244  -2.2774  2.3685  -1.41
O  4.6028  0.1069  2.1138  -0.62
H  3.1620  1.4591  1.6100  0.42
H  1.9346  1.6720  0.3169  0.12
H  1.4384  1.7534  2.0260  0.24
H  -0.0564  -2.4367  1.8298  0.15
H  0.4314  -2.6305  0.1462  0.48
H  2.1369  -3.0865  2.4249  0.63
H  2.6418  -3.0318  0.7266  0.41
H  4.2229  -3.0449  2.8642  0.33
H  5.2356  -2.6835  1.4361  0.27
H  5.6642  -2.0257  3.0156  0.43
C  -2.0073  -0.2125  2.2454  -1.23
C  -1.8793  0.5604  1.1481  -0.48
C  -2.3669  0.1610  -0.2118  1.98
C  -3.6136  0.5741  -0.8534  -0.98
C  -3.6861  -0.0491  -2.1624  0.04
C  -2.4909  -0.8401  -2.3512  -0.15
C  -1.6807  -0.7173  -1.1562  0.98
Fe  -2.0520  1.0550  -1.9447  -1.28
C  -0.5350  2.2956  -1.5894  -0.24
C  -1.8102  2.9923  -1.6288  -0.67
C  -2.4334  2.7184  -2.9131  -0.73
C  -1.5420  1.8495  -3.6657  -0.93
C  -0.3707  1.5858  -2.8456  -1.32
H  -1.8344  0.2047  3.2378  0.32
H  -2.3715  -1.2405  2.1698  0.64
H  -0.0120  -0.1269  0.6173  -0.75
H  -1.5591  1.6208  1.2239  0.33
H  -4.3779  1.1716  -0.3582  0.46
H  -4.5326  -0.0119  -2.8435  0.52
H  -2.2617  -1.4851  -3.1957  0.14
H  -0.7507  -1.2405  -0.9567  -0.10
H  0.2227  2.4072  -0.8190  0.46
H  -2.1859  3.6764  -0.8714  0.43
H  -3.3580  3.1574  -3.2812  0.50
H  -1.6859  1.5331  -4.6944  0.56
H  0.5183  1.0435  -3.1584  0.70

Results
Net charge = -1
Lowest unoccupied orbital energy (spin up / spin down) = 2.65 / 2.26 eV
<S²> = 6.043
2S+1 = 5
Orbital gap (spin up / spin down) = 1.8 / 8.2 eV
ΔE to the lowest compared entry with this formula, charge and spin = 0.0 kcal/mol